Entry 1:
Entry from the OMol25 dataset: a molecular structure, C37H57Br36N4O2S2 (ωB97M-V with the def2-TZVPD basis set).

Calculated values
HOMO-LUMO gap (eV): 5.47
Highest occupied orbital energy (eV): -10.18
E_LUMO (eV): -4.72
Energy relative to the best compared isomer or geometry (same formula, charge and spin) (kcal per mole): 229.7

The geometry in ORCA input format:
```
! RIJCOSX wB97M-V def2-TZVPD def2/J DEFGRID3
* xyz 1 1
C -4.00069 1.97868 6.63816
C -3.81020 3.47536 5.98757
C -3.43661 3.41980 4.36062
C -1.90209 2.84947 4.11068
N -1.66552 2.66385 2.62775
C -0.28898 2.02540 2.35475
C -0.57035 0.39457 2.30415
C 0.68425 -0.48710 1.72341
C 1.14712 -0.08142 0.20129
C 0.77860 -1.24468 -0.90328
C 1.37959 -2.80820 -0.81419
C 2.34632 -3.32893 0.40284
C 2.33958 -4.99134 0.57977
O 1.73787 -5.49742 1.69208
N 3.00899 -5.89883 -0.42859
C 4.40666 -6.30918 -0.01638
C 2.14499 -7.09111 -0.80067
C 0.85092 -3.67001 -2.09760
N -0.04231 -3.33176 -3.22434
N -0.54893 -2.07437 -3.26478
C -0.17043 -1.08694 -2.21842
C -0.86306 0.42613 -2.40103
C -2.12003 0.45410 -1.29808
C -3.49592 -0.25220 -1.92489
C -4.63535 -0.15136 -0.70497
O -5.16135 -1.51481 -0.38659
C -6.30911 -1.40933 0.55304
C -1.84510 3.94262 1.83780
S -3.23471 4.03190 0.83067
S -0.52957 5.26614 2.00151
C 0.76952 5.07817 0.62178
C 0.03307 5.01867 -0.84349
C 1.03598 4.55596 -2.08031
H -3.01709 1.61261 7.16133
H -4.84606 1.97165 7.47677
H -4.30719 1.18020 5.83093
H -4.85951 4.03262 6.09136
H -3.04663 4.14216 6.59992
H -4.24735 2.80268 3.74170
H -3.51557 4.55232 3.99427
H -1.17778 3.61817 4.62204
H -1.85572 1.81212 4.69656
H 0.46003 2.26061 3.25387
H 0.08746 2.45737 1.32472
H -0.79438 0.04685 3.40816
H -1.56877 0.25468 1.69870
H 1.61848 -0.44880 2.46375
H 0.29760 -1.61442 1.66319
H 2.32671 0.10050 0.22053
H 0.69363 0.96709 -0.14563
H 2.03801 -2.91493 1.47404
H 3.46213 -3.01197 0.21616
H 4.39461 -6.43724 1.15476
H 4.65724 -7.34868 -0.53840
H 5.23257 -5.55478 -0.38699
H 1.04229 -6.94510 -0.36866
H 2.01003 -7.04603 -1.98574
H 2.61559 -8.13021 -0.49239
H 1.26935 -4.79042 -2.12732
H -1.21286 -1.81472 -4.05317
H -0.09716 1.29774 -2.23956
H -1.34218 0.53819 -3.48303
H -1.79392 -0.27087 -0.40795
H -2.29978 1.54556 -0.90996
H -3.32777 -1.41284 -2.08512
H -3.88857 0.30824 -2.87485
H -4.12494 0.23429 0.29738
H -5.50117 0.59076 -1.00261
H -5.93112 -1.02302 1.60245
H -6.78385 -2.47502 0.64727
H -7.08826 -0.61587 0.15628
H 1.51558 5.99809 0.74363
H 1.42132 4.11842 0.86138
H -0.37222 6.09648 -1.12441
H -0.82485 4.20841 -0.80119
H 0.44532 4.72996 -3.07961
H 2.03433 5.16549 -2.11861
H 1.29486 3.39519 -2.00402
C -2.90989 -2.42857 4.30613
Br -1.58512 -1.45395 5.34508
Br -4.27656 -1.24688 3.58503
Br -2.08558 -3.51394 2.91798
H -3.41253 -3.11668 4.99380
C 4.16552 5.91516 -4.93516
Br 5.78734 6.20666 -3.90121
Br 3.61594 4.04930 -4.90885
Br 2.72813 7.10109 -4.37666
H 4.40014 6.16478 -5.97520
C 8.96933 5.27441 -6.90955
Br 8.59515 7.18014 -6.79778
Br 7.44000 4.20329 -6.36363
Br 9.61692 4.76609 -8.67214
H 9.77629 5.06480 -6.19969
C 4.72416 -10.39239 0.36403
Br 5.33646 -9.59165 -1.29977
Br 3.01660 -11.29839 0.14586
Br 6.06977 -11.56178 1.14272
H 4.56337 -9.57343 1.07289
C 4.40516 6.03895 2.83353
Br 3.72721 7.86193 2.79554
Br 3.12177 4.80565 3.61841
Br 4.99431 5.44904 1.07586
H 5.28683 6.03913 3.48291
C -5.89745 2.13662 -5.28243
Br -6.92613 3.49063 -4.33754
Br -3.98994 2.30806 -4.94156
Br -6.54232 0.34115 -4.90176
H -6.04784 2.31010 -6.35309
C 0.60492 -5.72373 5.48267
Br -0.84211 -5.64534 6.78047
Br 0.92946 -3.99343 4.65509
Br 2.22680 -6.47406 6.25144
H 0.28406 -6.40378 4.68667
C -3.00725 -4.96897 -1.38547
Br -3.03742 -5.29247 0.53254
Br -4.41290 -3.74149 -1.93465
Br -1.25504 -4.38137 -1.99290
H -3.21046 -5.92732 -1.87464
C -9.33180 6.24758 -2.63609
Br -10.56503 5.31275 -3.81489
Br -10.05846 7.94688 -2.02904
Br -8.76495 5.12981 -1.14822
H -8.43677 6.47451 -3.22469
C 7.56534 2.07131 1.45258
Br 6.38347 1.90214 -0.08329
Br 8.68895 3.65457 1.33031
Br 6.58428 2.00780 3.13126
H 8.23303 1.20354 1.43939
C 1.74412 5.55317 -8.55484
Br 0.71544 6.90718 -7.60995
Br 3.65163 5.72460 -8.21398
Br 1.09925 3.75770 -8.17417
H 1.59374 5.72665 -9.62550
C 1.32930 -10.50225 4.00019
Br -0.11773 -10.42386 5.29799
Br 1.65384 -8.77195 3.17261
Br 2.95118 -11.25258 4.76895
H 1.00844 -11.18230 3.20419
*
```

Entry 2:
Entry from the OMol25 dataset: a molecular structure, C17H40NOP3Tb (ωB97M-V with the def2-TZVPD basis set).

Calculated values
HOMO-LUMO gap (alpha / beta) (eV): 4.35 / 4.67
Highest occupied orbital energy (alpha / beta) (eV): -15.97 / -16.06
E_LUMO (alpha / beta) (eV): -11.62 / -11.38
Expectation value of S²: 12.6771
Energy relative to the best compared isomer or geometry (same formula, charge and spin) (kcal per mole): 9.6

The geometry in ORCA input format:
```
! RIJCOSX wB97M-V def2-TZVPD def2/J DEFGRID3
* xyz 3 7
Tb 1.52870 -1.28332 0.00223
P 1.36122 -1.33947 2.74117
P -1.50463 -2.15644 -0.09727
P -2.25402 2.96123 -0.39322
H 3.99203 -2.26219 -1.43020
C 3.63058 -1.32860 -0.96828
C 3.75565 -1.12980 0.41682
H 4.21214 -1.86241 1.09454
C 2.20144 -2.64072 3.70486
C -0.39151 -1.65309 3.17501
C 1.80868 0.22754 3.58240
C -1.82703 -1.91894 -1.89205
C -1.85915 -3.95413 0.11676
C -3.11762 -1.50237 0.50415
C -1.02654 4.26138 -0.22498
C -2.68547 2.22413 1.19438
C -3.72081 3.53938 -1.24501
H 3.61755 -0.48968 -1.68313
H 3.76622 -0.12307 0.86676
H 3.25516 -2.68547 3.40217
H 1.73276 -3.60868 3.47888
H 2.13442 -2.44305 4.78349
H -0.65792 -2.67891 2.87537
H -1.05206 -0.95178 2.64431
H -0.53275 -1.54180 4.25776
H 2.84584 0.48915 3.32045
H 1.72989 0.12906 4.67530
H 1.15436 1.04424 3.23934
H -2.89101 -1.68676 -2.04028
H -1.57026 -2.81465 -2.47364
H -1.24046 -1.06219 -2.25254
H -2.85482 -4.08661 0.56677
H -1.11813 -4.39647 0.79939
H -1.83384 -4.48345 -0.84588
H -3.94031 -2.01475 -0.01821
H -3.19224 -0.42758 0.29890
H -3.24113 -1.67178 1.58277
H -1.50809 5.15504 0.19314
H -0.59719 4.48615 -1.20906
H -0.21346 3.93703 0.43701
H -2.95068 3.02249 1.91041
H -1.83164 1.65418 1.59528
H -3.54963 1.55159 1.07891
H -3.88851 4.59400 -1.00019
H -4.57956 2.91952 -0.95694
H -3.54982 3.44636 -2.32503
C 1.08795 1.36261 -1.57350
C 0.56683 1.28101 -2.88786
C 1.03272 2.16044 -3.85553
C 1.99496 3.12416 -3.52947
C 2.57278 3.15671 -2.25630
C 2.16766 2.24858 -1.28540
O 0.46268 0.68713 -0.59497
H -1.64869 2.00061 -1.22957
H -0.20789 0.53625 -3.08171
H 0.60897 2.10497 -4.86090
H 2.30918 3.85029 -4.27716
H 3.36543 3.87077 -2.02384
H 2.60191 2.23637 -0.28148
N 1.38320 -3.28516 -1.29822
H 2.29903 -3.43558 -1.72043
H 0.66978 -3.25768 -2.02700
H 1.18713 -4.08577 -0.69951
*
```

Entry 3:
Entry from the OMol25 dataset: a molecular structure, C21H64N12O13Zn (ωB97M-V with the def2-TZVPD basis set).

Calculated values
HOMO-LUMO gap (eV): 7.66
Highest occupied orbital energy (eV): -9.13
E_LUMO (eV): -1.47

The geometry in ORCA input format:
```
! RIJCOSX wB97M-V def2-TZVPD def2/J DEFGRID3
* xyz 0 1
Zn -1.62471 -2.83212 0.95747
O -0.09977 -2.29652 -0.31619
C -0.31025 -0.92418 -0.64066
C -1.23417 -0.06656 0.32984
O -2.19450 -0.81697 1.06695
H -0.71331 -0.84757 -1.65050
H 0.62158 -0.40825 -0.87222
H -1.73608 0.76866 -0.15864
H -0.56219 0.40855 1.04455
C 3.35302 -2.92827 0.80582
O 4.42280 -2.97512 1.44975
N 2.81412 -1.83692 0.33165
N 2.70340 -4.02228 0.56863
H 1.88128 -1.80583 -0.05429
H 3.42396 -1.03615 0.24817
H 1.84546 -4.07932 0.03874
H 3.11801 -4.89055 0.87570
C 3.45747 1.26196 -4.12621
O 4.62190 1.55541 -4.04305
N 2.76402 0.88814 -3.10201
N 2.75648 1.32518 -5.19429
H 3.26823 0.62774 -2.26651
H 1.77843 0.68408 -3.18609
H 1.87148 0.84381 -5.12251
H 3.10879 1.75846 -6.03586
C -3.66917 1.07418 3.69617
O -4.29668 1.70006 4.51768
N -2.49748 0.56323 3.86457
N -4.16162 0.69905 2.55536
H -2.13312 0.24668 2.97736
H -1.94675 0.80386 4.67630
H -3.56759 0.28417 1.85173
H -5.09555 0.98883 2.30258
C 1.26582 -4.08760 -3.09139
O 1.81430 -4.59744 -4.05927
N 0.13224 -4.52356 -2.63066
N 1.75433 -3.08535 -2.41909
H -0.42517 -4.07563 -1.91741
H -0.40290 -5.06864 -3.29142
H 1.18635 -2.70957 -1.67324
H 2.54422 -2.60415 -2.82481
C -3.42996 -3.15648 3.73138
O -2.83955 -3.17831 2.69541
N -3.96250 -2.08775 4.29143
N -3.91610 -4.21586 4.34206
H -4.42046 -2.14129 5.19005
H -3.78813 -1.31368 3.66651
H -3.64497 -5.14894 4.06647
H -4.39154 -4.16459 5.23169
C -0.00111 -1.45673 -5.00713
O 0.73061 -0.57370 -4.84347
N -1.06124 -1.62294 -4.39874
N 0.00016 -2.29286 -6.05001
H -1.11853 -0.95719 -3.64138
H -1.70769 -2.38787 -4.52939
H 0.89911 -2.37415 -6.50321
H -0.61692 -3.08893 -5.97519
C 1.30903 3.20831 -1.09009
C 2.75101 3.60606 -1.20571
O 2.79019 4.93839 -1.67264
H 0.63179 3.90512 -0.59622
H 1.21674 2.24290 -0.59252
H 0.89582 3.12820 -2.09554
H 3.28090 2.99319 -1.93489
H 3.29590 3.48357 -0.26966
H 3.72617 5.14615 -1.62395
C -1.55715 1.89151 -4.41608
C -0.67790 2.41654 -5.58738
O -1.25777 3.62702 -6.03138
H -2.51728 1.50273 -4.75535
H -1.76690 2.65378 -3.66570
H -0.97713 1.16296 -3.84962
H -0.72185 1.60944 -6.31865
H 0.35923 2.65886 -5.35552
H -0.56692 4.29352 -6.02126
C -2.36252 4.96556 2.31859
C -1.76863 5.44458 0.95920
C -2.14771 4.68431 -0.30918
O -2.22820 6.75276 0.72908
H -2.28002 5.72053 3.10045
H -1.86914 4.06512 2.68451
H -3.40248 4.66665 2.18726
H -0.68869 5.47839 1.10305
H -3.02340 5.08404 -0.82056
H -2.32857 3.61475 -0.20236
H -1.26121 4.70611 -0.94301
H -3.17927 6.63307 0.78147
C 1.56431 0.64011 3.61720
C 1.82593 1.72636 2.57870
C 1.23734 3.11548 2.91674
O 3.22961 1.85883 2.64944
H 1.63206 -0.33857 3.14212
H 0.51893 0.69301 3.92131
H 2.08126 0.68737 4.57565
H 1.46488 1.42869 1.59426
H 1.42757 3.92266 2.20938
H 1.70726 3.39499 3.85968
H 0.15879 3.01599 3.03887
H 3.60976 0.97747 2.66679
C 0.49230 -5.55314 3.27012
C 0.28872 -4.05208 3.43801
C 1.47840 -3.36378 4.01113
O -0.08373 -3.46470 2.20896
H 1.33694 -5.83828 2.64293
H -0.42468 -5.94525 2.83022
H 0.60667 -6.06795 4.22405
H -0.47771 -3.96529 4.20818
H 2.30642 -3.48614 3.31290
H 1.78135 -3.82840 4.94944
H 1.28588 -2.30669 4.19441
H 0.70983 -3.33706 1.68400
*
```

Entry 4:
Entry from the OMol25 dataset: 5 unconnected molecules or ions with the total composition C6H21BrNO5 (ωB97M-V with the def2-TZVPD basis set).

Calculated values
HOMO-LUMO gap (eV): 8.14
Highest occupied orbital energy (eV): -5.09
E_LUMO (eV): 3.05
Energy relative to the best compared isomer or geometry (same formula, charge and spin) (kcal per mole): 26.9

The geometry in ORCA input format:
```
! RIJCOSX wB97M-V def2-TZVPD def2/J DEFGRID3
* xyz -1 1
Br -19.90010 9.69865 8.71913
C -19.23951 12.96200 10.94533
C -19.40567 11.98627 12.18837
C -20.86808 11.68081 12.57884
O -20.95337 10.62023 13.46940
C -22.18231 10.37402 14.02693
N -18.62921 10.76055 11.94315
H -19.72594 13.89176 11.24036
H -19.68996 12.63423 10.00844
H -18.16842 13.00309 10.74741
H -18.84762 12.43236 13.01158
H -21.54121 11.48656 11.74381
H -21.29066 12.58518 13.01662
H -22.98387 10.44834 13.29203
H -22.41124 11.05097 14.84999
H -22.24134 9.34636 14.38543
H -18.94788 10.60114 10.99809
H -17.66925 11.07413 11.95864
O -23.19864 8.46856 7.93040
H -22.64060 9.20317 8.18569
H -22.95342 7.76197 8.52776
O -20.75302 8.62756 11.76049
H -20.72387 8.92427 10.85091
H -21.07320 7.72696 11.70899
C -15.86241 9.29588 9.24579
C -14.55515 9.46804 10.05633
O -13.82652 8.21840 10.15374
O -16.59017 10.48740 9.15549
H -16.47230 8.56264 9.77351
H -15.64796 8.83972 8.27934
H -15.00477 9.78949 10.99581
H -13.78774 10.18566 9.76614
H -13.42630 8.01566 9.30502
H -17.43458 10.31101 8.73425
*
```

Entry 5:
Entry from the OMol25 dataset: a molecular structure, CH3N3S2 (ωB97M-V with the def2-TZVPD basis set).

Calculated values
HOMO-LUMO gap (alpha / beta) (eV): 7.05 / 6.89
Highest occupied orbital energy (alpha / beta) (eV): -8.22 / -8.21
E_LUMO (alpha / beta) (eV): -1.16 / -1.32
Energy relative to the best compared isomer or geometry (same formula, charge and spin) (kcal per mole): 39.2

The geometry in ORCA input format:
```
! RIJCOSX wB97M-V def2-TZVPD def2/J DEFGRID3
* xyz 0 1
C -0.92888 0.81119 -0.46949
N 0.16758 1.55003 -0.42144
N -1.07463 -0.29872 0.21560
N 1.32394 -0.65907 0.63848
S 1.54732 0.92898 0.10228
S 0.57255 -1.81442 -0.35703
H -1.78113 1.38296 -0.93434
H -2.02902 -0.82221 0.04512
H 2.20228 -1.07873 1.18083
*
```

Entry 6:
Entry from the OMol25 dataset: 2 unconnected molecules or ions with the total composition C7H10FNO (ωB97M-V with the def2-TZVPD basis set).

Calculated values
HOMO-LUMO gap (eV): 10.40
Highest occupied orbital energy (eV): -9.49
SMILES: Fc1ccccn1.CCO
E_LUMO (eV): 0.92
Energy relative to the best compared isomer or geometry (same formula, charge and spin) (kcal per mole): 4.9

The geometry in ORCA input format:
```
! RIJCOSX wB97M-V def2-TZVPD def2/J DEFGRID3
* xyz 0 1
F 1.93489 2.28256 -0.60687
C 1.97564 1.05363 -0.10069
C 2.66567 0.72119 1.11158
C 2.59502 -0.54549 1.58500
C 1.81710 -1.43166 0.89118
C 1.11835 -0.99997 -0.18355
N 1.21426 0.20824 -0.68460
H 3.35667 1.31427 1.72796
H 3.11591 -0.86298 2.47961
H 1.77133 -2.40502 1.30736
H 0.33786 -1.59125 -0.67860
C -2.63550 0.25204 -1.63664
C -2.29730 -0.09450 -0.22894
O -1.58359 0.86012 0.40937
H -3.02623 -0.70622 -2.04545
H -3.50933 0.99023 -1.55306
H -1.74993 0.65857 -2.21399
H -1.69191 -1.05789 -0.33490
H -3.22514 -0.38429 0.27100
H -2.18377 1.73843 0.48420
*
```

| no. | largest force on an atom (eV Å⁻¹) |
| --- | --- |
| 1 | 8.59 |
| 2 | 8.79 |
| 3 | 9.48 |
| 4 | 1.71 |
| 5 | 4.05 |
| 6 | 4.81 |